Entry 1:
The following is a DFT calculation (wB97M-V/def2-TZVPD) of a 2-piece molecular cluster, C6H21N7 overall.

Energy above the lowest of the compared OMol25 structures with the same formula, charge and spin   2.449 eV
Electronic energy   -16971.2562 eV
Total charge   +2
Lowest unoccupied orbital energy (alpha / beta)   -10.3902 / -9.3741 eV
Kohn-Sham gap (alpha / beta)   0.1990 / 0.2527 Eh

```
34
C6H21N7 (wB97M-V/def2-TZVPD)
C 0.188 0.423 0.918
C 1.595 0.880 0.285
C -0.276 -0.936 0.247
C 1.278 1.149 -1.159
C 2.080 2.123 1.103
C 1.148 -2.875 -0.574
N 0.697 -1.611 -0.175
N -0.700 1.484 0.980
N -4.814 -0.926 0.196
N 3.256 -0.883 -0.420
N -1.560 -1.285 0.391
N 2.513 -0.185 0.541
N -2.450 -0.495 1.092
H 0.516 -0.123 1.894
H 0.718 2.041 -1.286
H 0.813 0.300 -1.746
H 2.261 1.459 -1.507
H 1.298 2.866 1.239
H 2.866 2.615 0.478
H 2.527 1.874 2.131
H 0.675 -3.748 -0.215
H 1.320 -2.827 -1.636
H 2.232 -2.902 -0.302
H -0.877 1.873 0.036
H -4.640 -1.875 0.535
H -5.679 -0.622 0.765
H -5.116 -1.060 -0.766
H 4.227 -0.538 -0.397
H 2.722 -0.758 -1.380
H -1.767 -2.383 0.360
H 2.876 -0.229 1.434
H -3.414 -0.378 0.534
H -1.502 1.387 1.594
H -2.718 -0.820 1.990
```

Listed below, in e, are the natural (NBO) charges computed for each atom: number 1, C, carries -0.081; number 2, C, carries 0.117; number 3, C, carries 0.476; number 4, C, carries -0.681; number 5, C, carries -0.627; number 6, C, carries -0.457; number 7, N, carries -0.380; number 8, N, carries -0.600; number 9, N, carries -1.059; number 10, N, carries -0.531; number 11, N, carries -0.433; number 12, N, carries -0.155; number 13, N, carries -0.629; number 14, H, carries 0.253; number 15, H, carries 0.256; number 16, H, carries 0.253; number 17, H, carries 0.248; number 18, H, carries 0.263; number 19, H, carries 0.249; number 20, H, carries 0.247; number 21, H, carries 0.245; number 22, H, carries 0.235; number 23, H, carries 0.255; number 24, H, carries 0.409; number 25, H, carries 0.374; number 26, H, carries 0.417; number 27, H, carries 0.405; number 28, H, carries 0.424; number 29, H, carries 0.420; number 30, H, carries 0.424; number 31, H, carries 0.416; number 32, H, carries 0.430; number 33, H, carries 0.449; number 34, H, carries 0.369


Entry 2:
The following is a DFT calculation (wB97M-V/def2-TZVPD) of a 2-piece molecular cluster, C5H14N4O3S overall.

SMILES string   [H]/N=C(\NC(C)=O)[S@@](=N)(=O)O.CNC
Energy above the lowest of the compared OMol25 structures with the same formula, charge and spin   3.299 eV
Electronic energy   -28346.2141 eV
Total charge   0
Lowest unoccupied orbital energy   0.1843 eV
Kohn-Sham gap   0.3221 Eh

```
27
C5H14N4O3S (wB97M-V/def2-TZVPD)
H 2.272 -0.014 1.306
N 1.359 -0.327 1.703
C 0.751 -1.123 1.005
N 0.838 -1.582 -0.249
C -0.387 -1.491 -0.919
C -0.361 -1.829 -2.386
O -1.347 -0.929 -0.431
S -0.864 -1.540 1.900
N -1.781 -0.433 2.394
O -1.581 -2.714 1.382
O -0.298 -2.075 3.274
H 1.627 -2.117 -0.618
H -0.873 -1.024 -2.966
H -0.779 -2.771 -2.754
H 0.787 -1.725 -2.598
H -2.451 0.017 1.787
H -1.009 -2.483 3.780
C 0.365 2.604 -1.847
N 0.771 1.850 -0.587
C 0.527 2.517 0.698
H -0.733 2.583 -1.893
H 0.868 3.570 -1.684
H 0.770 2.173 -2.750
H 0.373 0.907 -0.620
H 1.256 3.239 0.948
H -0.566 2.958 0.633
H 0.468 1.755 1.492
```

Listed below, in e, are the natural (NBO) charges computed for each atom: number 1, H, carries 0.366; number 2, N, carries -0.556; number 3, C, carries 0.254; number 4, N, carries -0.687; number 5, C, carries 0.707; number 6, C, carries -0.708; number 7, O, carries -0.570; number 8, S, carries 2.128; number 9, N, carries -1.165; number 10, O, carries -0.969; number 11, O, carries -0.877; number 12, H, carries 0.438; number 13, H, carries 0.256; number 14, H, carries 0.261; number 15, H, carries 0.207; number 16, H, carries 0.397; number 17, H, carries 0.517; number 18, C, carries -0.418; number 19, N, carries -0.655; number 20, C, carries -0.419; number 21, H, carries 0.179; number 22, H, carries 0.202; number 23, H, carries 0.194; number 24, H, carries 0.342; number 25, H, carries 0.190; number 26, H, carries 0.157; number 27, H, carries 0.229


Entry 3:
The following is a DFT calculation (wB97M-V/def2-TZVPD) of C36H30Cl2F7N8O7S2Ti as an isolated structure.

2S+1   3
Energy above the lowest of the compared OMol25 structures with the same formula, charge and spin   3.355 eV
Electronic energy   -152925.1541 eV
⟨S²⟩   2.041
Total charge   -1
Lowest unoccupied orbital energy (alpha / beta)   0.1119 / -0.0040 eV
Kohn-Sham gap (alpha / beta)   0.0823 / 0.1456 Eh

```
93
C36H30Cl2F7N8O7S2Ti (wB97M-V/def2-TZVPD)
Ti 0.355 0.771 1.446
C -3.928 -4.823 0.497
C -2.465 -5.213 0.266
N -1.638 -4.039 0.097
C -1.052 -3.501 1.210
C -0.436 -2.288 1.232
C 0.205 -1.850 2.530
O 0.250 -2.633 3.471
O 0.687 -0.663 2.558
C -0.336 -1.519 0.028
O 0.227 -0.349 -0.045
C -0.908 -2.100 -1.140
C -0.823 -1.418 -2.369
C -1.557 -1.845 -3.446
F -1.484 -1.084 -4.585
C -2.331 -2.998 -3.402
C -2.249 -3.783 -2.229
C -1.602 -3.334 -1.091
N -3.288 -3.413 -4.378
C -3.357 -2.607 -5.580
C -4.601 -2.973 -6.368
N -5.786 -2.465 -5.604
C -5.643 -2.673 -4.116
C -4.593 -3.749 -3.843
H -4.566 -5.707 0.526
H -4.253 -4.165 -0.304
H -4.028 -4.276 1.432
H -2.379 -5.871 -0.605
H -2.098 -5.766 1.132
H -1.079 -4.095 2.112
H -0.248 -0.508 -2.432
H -2.706 -4.757 -2.246
H -2.457 -2.789 -6.172
H -3.394 -1.528 -5.374
H -4.681 -4.054 -6.483
H -4.589 -2.507 -7.353
H -6.635 -2.921 -5.948
H -5.868 -1.459 -5.780
H -6.611 -2.959 -3.702
H -5.322 -1.743 -3.642
H -4.932 -4.714 -4.244
H -4.504 -3.853 -2.760
F 1.853 3.922 -2.684
C 1.174 3.798 -1.534
F 2.011 4.155 -0.547
F 0.208 4.737 -1.571
S 0.539 2.031 -1.136
O 0.211 2.306 0.271
O -0.609 1.899 -1.988
N 1.774 1.242 -1.516
S 2.574 0.282 -0.361
O 2.265 0.900 0.967
O 3.979 0.474 -0.679
C 2.779 -2.082 -0.293
F 4.084 -2.440 -0.319
F 2.178 -3.009 0.514
F 2.295 -2.328 -1.546
N 6.220 2.693 3.350
C 7.350 3.451 3.229
C 8.688 3.131 3.087
C 9.577 4.183 2.959
C 9.148 5.509 3.013
C 7.816 5.839 3.164
C 6.897 4.797 3.244
N 5.536 4.824 3.321
C 5.151 3.568 3.361
C 3.793 3.084 3.358
C 3.441 1.853 3.935
C 2.161 1.374 3.772
N 1.220 2.008 3.058
C 1.528 3.228 2.592
C 2.772 3.804 2.721
H 6.148 1.693 3.257
H 9.024 2.106 3.056
H 10.628 3.973 2.817
H 9.882 6.297 2.928
H 7.487 6.866 3.206
H 4.155 1.284 4.512
H 1.849 0.435 4.216
H 0.732 3.751 2.071
H 2.993 4.773 2.300
Cl -1.479 2.860 3.739
C -2.816 2.435 2.733
C -4.050 3.021 2.832
C -5.072 2.625 1.971
C -4.830 1.640 1.018
C -3.589 1.056 0.942
Cl -3.233 -0.168 -0.233
C -2.501 1.396 1.802
N -1.352 0.794 1.805
H -4.222 3.774 3.586
H -6.055 3.063 2.057
H -5.614 1.316 0.347
```

Listed below, in e, are the Mulliken charges computed for each atom: number 1, Ti, carries -0.497; number 2, C, carries -0.887; number 3, C, carries -1.068; number 4, N, carries 0.112; number 5, C, carries -0.221; number 6, C, carries -0.516; number 7, C, carries 0.436; number 8, O, carries -0.822; number 9, O, carries 0.234; number 10, C, carries 0.648; number 11, O, carries 0.566; number 12, C, carries 1.100; number 13, C, carries -0.964; number 14, C, carries 0.469; number 15, F, carries -0.412; number 16, C, carries -1.075; number 17, C, carries -1.312; number 18, C, carries 0.860; number 19, N, carries 0.029; number 20, C, carries -0.527; number 21, C, carries -1.237; number 22, N, carries -0.003; number 23, C, carries -1.105; number 24, C, carries -0.066; number 25, H, carries 0.389; number 26, H, carries 0.128; number 27, H, carries 0.329; number 28, H, carries 0.419; number 29, H, carries 0.481; number 30, H, carries 0.569; number 31, H, carries 0.403; number 32, H, carries 0.709; number 33, H, carries 0.614; number 34, H, carries 0.415; number 35, H, carries 0.370; number 36, H, carries 0.445; number 37, H, carries 0.400; number 38, H, carries 0.379; number 39, H, carries 0.434; number 40, H, carries 0.431; number 41, H, carries 0.242; number 42, H, carries 0.080; number 43, F, carries -0.228; number 44, C, carries 0.378; number 45, F, carries -0.202; number 46, F, carries -0.248; number 47, S, carries 1.012; number 48, O, carries -0.295; number 49, O, carries -0.649; number 50, N, carries -0.516; number 51, S, carries 1.114; number 52, O, carries -0.598; number 53, O, carries -0.896; number 54, C, carries 0.241; number 55, F, carries -0.281; number 56, F, carries -0.224; number 57, F, carries -0.280; number 58, N, carries 0.036; number 59, C, carries 0.640; number 60, C, carries -0.994; number 61, C, carries -0.415; number 62, C, carries -0.427; number 63, C, carries -0.754; number 64, C, carries 0.554; number 65, N, carries -0.766; number 66, C, carries 0.021; number 67, C, carries 1.023; number 68, C, carries -0.989; number 69, C, carries -0.549; number 70, N, carries 0.069; number 71, C, carries 0.245; number 72, C, carries -1.356; number 73, H, carries 0.244; number 74, H, carries 0.381; number 75, H, carries 0.372; number 76, H, carries 0.361; number 77, H, carries 0.432; number 78, H, carries 0.540; number 79, H, carries 0.652; number 80, H, carries 0.531; number 81, H, carries 0.469; number 82, Cl, carries -0.233; number 83, C, carries 0.533; number 84, C, carries -0.676; number 85, C, carries -0.364; number 86, C, carries -0.755; number 87, C, carries 0.398; number 88, Cl, carries 0.028; number 89, C, carries -0.563; number 90, N, carries -0.112; number 91, H, carries 0.411; number 92, H, carries 0.333; number 93, H, carries 0.371


Q: Which of these has the highest energy above the lowest of the compared OMol25 structures with the same formula, charge and spin?
A: C36H30Cl2F7N8O7S2Ti


Q: Which formula does entry 1 have?
A: C6H21N7


Q: Among the records above, which one has the lowest total charge?
A: C36H30Cl2F7N8O7S2Ti


Q: Number 2 is which compound?
A: C5H14N4O3S